{"formula": "C3H6N2S", "method": "ωB97M-V/def2-TZVPD", "elements": ["N", "N", "C", "C", "C", "S", "H", "H", "H", "H", "H", "H"], "xyz": [[1.956, -1.297, 0.139], [0.818, -0.826, 0.564], [0.571, 0.546, 0.313], [-0.657, 0.973, 0.415], [-1.744, -0.107, 0.392], [-0.873, -1.617, -0.243], [2.229, -2.282, 0.378], [2.160, -1.028, -0.762], [1.408, 1.200, 0.382], [-0.903, 1.907, 0.278], [-2.132, -0.422, 1.279], [-2.594, -0.142, -0.272]], "mulliken_charge": [-0.48, -0.07, -0.21, -0.55, -0.51, -0.17, 0.25, 0.20, 0.43, 0.48, 0.29, 0.33], "smiles": "NN1C=CCS1", "relative_energy_ev": 3.859, "lumo_ev": 0.4106, "homo_lumo_gap_ev": 8.16}



{"formula": "C23H17Cl2N6O6Os", "method": "ωB97M-V/def2-TZVPD", "elements": ["Os", "O", "C", "O", "C", "C", "C", "C", "C", "N", "C", "O", "O", "H", "H", "H", "N", "C", "N", "N", "C", "N", "H", "H", "H", "H", "Cl", "C", "C", "C", "C", "C", "Cl", "C", "N", "C", "C", "C", "C", "C", "C", "C", "C", "O", "O", "H", "H", "H", "H", "H", "H", "H", "H", "H", "H"], "xyz": [[-0.687, 0.438, 0.999], [-4.093, 1.949, -0.552], [-3.005, 1.738, -0.084], [-2.377, 0.572, -0.104], [-2.160, 2.859, 0.506], [-2.423, 4.213, 0.488], [-1.427, 5.079, 0.941], [-0.196, 4.591, 1.375], [-0.011, 3.222, 1.388], [-0.993, 2.427, 0.978], [1.254, 2.456, 1.756], [2.252, 3.039, 2.094], [1.130, 1.154, 1.618], [-3.378, 4.560, 0.120], [-1.605, 6.146, 0.935], [0.614, 5.234, 1.687], [-0.761, -2.962, 3.738], [-0.807, -2.390, 4.953], [-0.654, -3.157, 6.039], [-0.987, -1.096, 5.134], [-1.166, -0.344, 4.105], [-1.316, 0.287, 3.143], [-0.636, -3.952, 3.619], [-0.867, -2.402, 2.901], [-0.509, -4.148, 5.984], [-0.681, -2.710, 6.939], [0.037, -2.321, -5.537], [-0.530, -0.993, -4.606], [-1.759, -0.454, -4.867], [-2.208, 0.630, -4.107], [-1.414, 1.181, -3.101], [-0.186, 0.640, -2.816], [0.781, 1.391, -1.619], [0.301, -0.489, -3.552], [1.506, -1.044, -3.367], [2.279, -1.084, -2.180], [3.579, -0.581, -2.250], [4.377, -0.602, -1.127], [3.877, -1.146, 0.052], [2.601, -1.690, 0.093], [1.767, -1.679, -1.015], [0.446, -2.421, -0.992], [-0.129, -2.609, 0.401], [-0.255, -3.702, 0.906], [-0.487, -1.523, 1.029], [-2.371, -0.875, -5.651], [-3.180, 1.057, -4.306], [-1.753, 2.043, -2.548], [1.878, -1.541, -4.172], [3.928, -0.135, -3.172], [5.376, -0.192, -1.164], [4.489, -1.159, 0.942], [2.250, -2.144, 1.010], [0.605, -3.427, -1.385], [-0.316, -1.933, -1.600]], "mulliken_charge": [2.22, -0.57, 0.24, -0.75, 0.67, -0.71, -0.31, -0.70, 0.73, -0.18, 0.18, -0.58, -0.70, 0.58, 0.46, 0.57, -0.20, 0.67, -0.35, -0.74, 0.85, -0.65, 0.20, 0.02, 0.20, 0.25, -0.23, 0.68, -0.72, -0.66, -0.85, 1.33, -0.10, -0.88, 0.05, -0.49, -0.50, -0.67, -0.84, -0.55, 0.80, 0.18, 0.03, -0.63, -0.55, 0.44, 0.43, 0.58, 0.30, 0.49, 0.41, 0.43, 0.47, 0.47, 0.15], "relative_energy_ev": 0.359, "lumo_ev": [-4.0204, -6.0634], "homo_lumo_gap_ev": [6.35, 4.31], "multiplicity": 5, "charge": 1}